ORCA calculation (ωB97M-V/def2-TZVPD) on a structure of composition C3H11BrNO4V in a non-equilibrium geometry.

Cartesian coordinates (Å):
1 V -20.00380 -13.52398 0.90664
2 Br -20.04932 -13.71073 3.61373
3 C -23.27883 -14.58793 5.76132
4 O -22.07672 -14.41515 6.50916
5 H -23.52815 -13.64496 5.26208
6 H -23.12206 -15.36525 5.00812
7 H -24.09644 -14.83734 6.42883
8 H -21.41723 -14.03212 5.92796
9 C -17.69925 -10.48224 3.52495
10 O -17.62698 -11.29393 4.68089
11 H -17.68725 -9.43081 3.79737
12 H -16.87549 -10.68441 2.82920
13 H -18.59552 -10.71940 2.93249
14 H -18.20469 -12.04928 4.55131
15 C -20.65338 -11.33881 6.24893
16 N -21.59099 -10.56392 7.09114
17 O -21.45424 -9.36615 7.15716
18 O -22.46228 -11.20583 7.63590
19 H -19.69015 -10.83169 6.16936
20 H -21.10970 -11.47611 5.27532
21 H -20.33018 -12.24652 6.75535

Forces on atoms 1 to 6 (eV/Å):
V -0.02 -0.17 2.88
Br 0.06 0.11 -3.00
C 0.65 0.50 -0.34
O -0.22 -0.22 0.28
H -0.21 -0.09 -0.05
H -0.34 -0.10 0.02

Its net charge is +1. The calculation puts the total energy at -3994.09892 a.u. As for the highest occupied orbital energy (alpha / beta): -12.59 / -12.59 eV. As for the max |F|: 3.00 eV Å⁻¹. The calculation puts the orbital gap (alpha / beta) at 0.151 / 0.168 Eh. The energy relative to the best compared isomer or geometry (same formula, charge and spin) comes out at 0.0 kcal per mole. Its spin multiplicity is 4. The calculation puts the molar mass at 256.0 g mol⁻¹.

***

ORCA calculation (ωB97M-V/def2-TZVPD) on a cluster of 2 separate species, C3H11BrSi2 in total in a non-equilibrium geometry.

Cartesian coordinates (Å):
1 C 1.32889 -1.26180 0.05256
2 C 0.77851 1.31310 -1.35682
3 C 0.19348 0.94072 1.84659
4 Si -2.03879 -0.73527 -0.27766
5 Si 0.10058 0.15258 0.06444
6 Br -4.18973 0.02117 0.04245
7 H 1.34230 -1.73996 -0.91020
8 H 2.46350 -1.12181 0.30007
9 H 1.07623 -2.07795 0.76194
10 H 0.54991 2.36477 -1.46541
11 H 1.84933 1.28175 -1.08447
12 H 0.70848 0.70280 -2.20689
13 H 1.17700 0.86457 2.13878
14 H -0.26289 1.93014 2.09354
15 H -0.44915 0.22945 2.44059
16 H -2.26887 -0.89355 -2.86133
17 H -2.35878 -1.97072 0.42182

Forces on atoms 1 to 6 (eV/Å):
C 1.62 -1.14 1.20
C 0.63 -0.67 2.60
C -3.83 -0.63 -0.88
Si -1.74 -0.05 -2.55
Si 1.22 2.54 0.46
Br 1.03 0.36 -0.02

The calculation puts the total energy at -3273.80250 a.u. As for the highest occupied orbital energy (alpha / beta): -8.89 / -8.27 eV. As for the max |F|: 3.98 eV Å⁻¹. The calculation puts the orbital gap (alpha / beta) at 0.296 / 0.278 Eh. The energy relative to the best compared isomer or geometry (same formula, charge and spin) comes out at 71.2 kcal per mole. Its spin multiplicity is 1. The calculation puts the molar mass at 183.2 g mol⁻¹.

***

ORCA calculation (ωB97M-V/def2-TZVPD) on a structure of composition C3H11Cl2N2PSi in a non-equilibrium geometry.

Cartesian coordinates (Å):
1 C 1.01840 0.90780 1.44755
2 C 1.00635 -1.84902 0.33159
3 C 1.97832 0.57534 -1.39739
4 N -3.25093 -0.49705 -1.38796
5 N -0.81085 0.27583 -0.66012
6 Si 0.69629 -0.06427 -0.06767
7 P -2.16778 -0.24118 -0.32466
8 Cl -2.40103 -1.38839 1.37715
9 Cl -2.86931 2.10822 0.57573
10 H 0.92537 1.93159 1.19734
11 H 0.32786 0.54545 2.23432
12 H 1.93894 0.69856 1.92142
13 H 0.77804 -2.45172 -0.58038
14 H 2.04363 -1.91404 0.60284
15 H 0.50792 -2.05041 1.23535
16 H 1.43497 0.70678 -2.26512
17 H 2.50780 1.49825 -1.24376
18 H 2.56172 -0.24608 -1.63656
19 H -4.20339 -0.74686 -1.03620
20 H -2.02231 2.20119 -0.32346

Forces on atoms 1 to 6 (eV/Å):
C -1.24 -1.32 0.96
C 0.27 0.61 -1.87
C -1.71 -0.08 2.10
N -1.15 0.13 1.00
N -0.68 0.62 -0.51
Si 3.64 0.65 -0.36

The calculation puts the total energy at -1781.67622 a.u. As for the highest occupied orbital energy: -9.76 eV. As for the max |F|: 3.71 eV Å⁻¹. The calculation puts the orbital gap at 0.350 Eh. The energy relative to the best compared isomer or geometry (same formula, charge and spin) comes out at 58.2 kcal per mole. Its spin multiplicity is 1. The calculation puts the molar mass at 205.1 g mol⁻¹.